The following is a quantum chemistry calculation of a molecular structure, C22H24N2O2, from the Open Molecules 2025 dataset.

The geometry in XYZ format:
```
50
Properties=species:S:1:pos:R:3:nbo_charge:R:1
C 5.17 -2.97 -0.57 -0.6257
C 3.61 -2.83 -0.35 0.0528
C 3.03 -1.90 0.49 -0.2489
C 1.81 -1.82 0.69 0.1660
N 1.35 -0.79 1.29 -0.5809
C 0.11 -0.65 1.80 0.6542
O -0.14 0.37 2.53 -0.6701
C -0.95 -1.77 1.18 -0.0745
C -0.44 -2.79 0.44 -0.1713
C 0.96 -2.77 0.16 -0.1032
C 1.43 -3.99 -0.50 -0.1468
C 2.82 -4.06 -0.92 -0.2262
H 3.27 -4.59 -1.70 0.2182
H 0.77 -4.60 -0.96 0.1993
H -1.13 -3.49 0.00 0.2259
C -2.24 -1.54 1.69 -0.4686
H -2.38 -0.76 2.43 0.2666
C -3.07 -0.92 0.47 -0.1945
N -3.00 0.41 0.21 -0.5693
C -3.63 1.42 0.68 0.6390
O -4.79 1.18 0.91 -0.6180
C -2.99 2.72 0.48 -0.4383
C -1.92 3.06 1.32 -0.4218
H -1.37 2.18 1.78 0.2340
H -2.41 3.51 1.96 0.2028
C -0.86 3.93 0.48 -0.3579
C -0.12 3.18 -0.74 0.0152
C 0.46 1.87 -0.28 -0.1735
C 1.19 1.14 -1.27 -0.2136
C 0.77 1.46 -2.62 -0.1857
C -0.14 2.40 -2.96 -0.2338
C -0.54 3.25 -2.09 -0.2415
H -1.18 4.16 -2.18 0.2182
H -0.22 2.74 -4.09 0.2218
H 1.17 0.76 -3.48 0.2095
H 1.56 0.20 -0.95 0.2093
H 0.75 1.73 0.55 0.1567
H 0.10 4.22 1.42 0.1845
H -1.20 4.78 0.11 0.1828
H -2.72 2.71 -0.60 0.2349
H -3.82 3.71 0.55 0.2064
H -1.74 0.59 0.16 0.3405
H -2.86 -1.56 -0.48 0.1756
H -4.10 -0.92 0.61 0.2329
H -2.77 -2.67 1.81 0.2240
H 1.89 -0.04 1.86 0.4356
H 3.89 -1.05 0.86 0.2084
H 5.35 -2.78 -1.76 0.2147
H 5.46 -4.06 -0.34 0.2257
H 5.81 -2.34 -0.10 0.2084
```

Calculated values
HOMO energy = -0.2987 Ha
M = 348.4 g mol⁻¹
Frontier orbital gap = 8.13 eV
Charge = 0
Spin multiplicity = 1



The following is a quantum chemistry calculation of C22H24N2O3 in the gas phase, from the Open Molecules 2025 dataset.

The geometry in XYZ format:
```
51
Properties=species:S:1:pos:R:3:nbo_charge:R:1
C -5.41 -1.77 1.25 -0.2369
O -4.03 -1.82 1.53 -0.4950
C -3.14 -1.06 0.84 0.3078
C -1.81 -1.30 1.19 -0.3317
C -0.76 -0.61 0.61 0.2733
N 0.53 -0.89 1.02 -0.6258
C 1.68 -0.20 0.66 0.2184
C 2.81 -0.89 0.23 -0.1065
C 3.93 -0.15 -0.19 0.2576
N 3.97 1.16 -0.16 -0.4396
C 2.93 1.85 0.34 0.1501
C 3.04 3.26 0.41 -0.2015
C 2.02 3.99 0.96 -0.1931
C 0.88 3.36 1.46 -0.2244
C 0.74 2.00 1.38 -0.1930
C 1.75 1.21 0.79 -0.0708
C 5.16 -0.82 -0.73 -0.4373
C 4.85 -2.22 -1.25 -0.3946
C 4.15 -3.01 -0.15 -0.3897
C 2.78 -2.40 0.14 -0.4211
C -1.04 0.28 -0.42 -0.3815
C -2.35 0.52 -0.79 0.3607
O -2.56 1.45 -1.80 -0.5332
C -3.20 0.96 -2.96 -0.2541
C -3.42 -0.11 -0.15 0.0891
O -4.73 0.20 -0.51 -0.5358
C -5.13 1.51 -0.15 -0.2535
H -5.85 -2.57 1.84 0.1878
H -5.61 -1.94 0.19 0.1883
H -5.85 -0.82 1.55 0.1734
H -1.63 -2.04 1.97 0.2175
H 0.66 -1.81 1.41 0.3969
H 3.94 3.71 0.04 0.2243
H 2.11 5.07 1.03 0.2115
H 0.10 3.95 1.92 0.2130
H -0.14 1.52 1.78 0.2195
H 5.58 -0.19 -1.50 0.2331
H 5.89 -0.89 0.08 0.2153
H 5.78 -2.72 -1.54 0.2117
H 4.21 -2.16 -2.13 0.1976
H 4.02 -4.05 -0.45 0.2106
H 4.76 -2.99 0.75 0.1973
H 2.40 -2.82 1.07 0.2002
H 2.08 -2.68 -0.65 0.2168
H -0.25 0.81 -0.94 0.2373
H -4.18 0.53 -2.73 0.1893
H -2.59 0.20 -3.45 0.1742
H -3.32 1.82 -3.62 0.1925
H -4.48 2.27 -0.61 0.1916
H -5.11 1.65 0.94 0.1716
H -6.14 1.63 -0.52 0.1911
```

Calculated values
HOMO energy = -0.2822 Ha
M = 364.4 g mol⁻¹
Frontier orbital gap = 8.13 eV
Charge = 0
Spin multiplicity = 1
Structure (SMILES) = COc1cc(Nc2c3c(nc4ccccc24)CCCC3)cc(OC)c1OC



The following is a quantum chemistry calculation of C22H24N2O4 in the gas phase, from the Open Molecules 2025 dataset.

The geometry in XYZ format:
```
52
Properties=species:S:1:pos:R:3:nbo_charge:R:1
C 2.68 -0.61 5.10 -0.6223
C 1.71 0.45 4.61 -0.0683
O 0.96 -0.09 3.52 -0.5332
C 0.16 0.78 2.86 0.7867
O 0.10 1.94 3.19 -0.6233
C -0.56 0.12 1.78 -0.2535
C -1.50 0.73 1.00 0.3487
C -1.84 2.18 1.08 -0.6903
N -2.22 -0.02 0.10 -0.4624
C -3.04 0.60 -0.92 -0.2509
C -2.21 1.36 -1.93 -0.0309
C -0.94 0.93 -2.28 -0.2435
C -0.20 1.62 -3.22 -0.1425
C -0.72 2.75 -3.83 -0.2371
C -1.99 3.18 -3.49 -0.2034
C -2.73 2.49 -2.55 -0.2134
C -2.37 -1.40 0.26 0.7987
O -3.24 -2.03 -0.31 -0.6411
N -1.51 -1.97 1.15 -0.6132
C -0.26 -1.34 1.48 -0.0674
C 0.77 -1.43 0.36 -0.0827
C 2.02 -0.86 0.54 -0.1281
C 2.98 -0.88 -0.46 -0.3193
C 2.69 -1.48 -1.68 0.3047
O 3.54 -1.55 -2.74 -0.4928
C 4.82 -0.98 -2.62 -0.2518
C 1.44 -2.07 -1.86 -0.2561
C 0.49 -2.05 -0.86 -0.2104
H 2.14 -1.49 5.42 0.2117
H 3.26 -0.21 5.93 0.2176
H 3.36 -0.89 4.29 0.2101
H 2.23 1.35 4.27 0.1925
H 1.01 0.75 5.41 0.1870
H -1.27 2.65 1.87 0.2818
H -1.62 2.66 0.13 0.2432
H -2.91 2.30 1.29 0.2215
H -3.79 1.25 -0.48 0.2050
H -3.56 -0.22 -1.42 0.2716
H -0.52 0.05 -1.81 0.2284
H 0.79 1.27 -3.48 0.2066
H -0.14 3.28 -4.57 0.2123
H -2.41 4.06 -3.96 0.2130
H -3.72 2.83 -2.28 0.2085
H -1.59 -2.97 1.24 0.4140
H 0.14 -1.82 2.38 0.2433
H 2.26 -0.39 1.48 0.2096
H 3.93 -0.42 -0.28 0.2187
H 5.31 -1.15 -3.58 0.2013
H 5.40 -1.45 -1.82 0.1756
H 4.76 0.10 -2.43 0.1755
H 1.22 -2.54 -2.81 0.2270
H -0.46 -2.51 -1.03 0.2232
```

Calculated values
HOMO energy = -0.3075 Ha
M = 380.4 g mol⁻¹
Frontier orbital gap = 9.04 eV
Charge = 0
Spin multiplicity = 1
Structure (SMILES) = CCOC(=O)C1=C(C)N(Cc2ccccc2)C(=O)N[C@H]1c1ccc(OC)cc1



The following is a quantum chemistry calculation of C22H24N2O4S in the gas phase, from the Open Molecules 2025 dataset.

The geometry in XYZ format:
```
53
Properties=species:S:1:pos:R:3:nbo_charge:R:1
C 6.05 2.40 0.08 -0.6309
C 4.96 1.49 -0.40 0.0146
C 5.17 0.11 -0.46 -0.1976
C 4.15 -0.73 -0.85 -0.1921
C 2.93 -0.20 -1.19 -0.2751
S 1.55 -1.28 -1.52 2.2917
O 0.55 -0.57 -2.27 -0.9477
O 2.00 -2.55 -2.02 -0.9321
N 0.90 -1.57 0.02 -0.8385
C 0.42 -0.39 0.62 -0.1565
C -0.82 0.14 0.32 0.3067
N -1.78 -0.48 -0.38 -0.5589
C -1.84 -1.86 -0.80 -0.0526
C -2.96 -2.02 -1.83 -0.4078
C -4.35 -1.84 -1.21 -0.3975
C -4.53 -2.79 -0.03 -0.3979
C -3.45 -2.56 1.02 -0.4027
C -2.07 -2.78 0.40 -0.4060
C -1.09 1.48 0.84 -0.1700
C -2.24 2.22 0.55 -0.1660
C -2.43 3.49 1.07 -0.2276
C -1.48 4.06 1.90 -0.1795
C -0.33 3.36 2.20 -0.2651
C -0.13 2.08 1.68 0.4025
O 1.01 1.46 2.04 -0.4732
C 1.36 0.25 1.50 0.7417
O 2.43 -0.23 1.81 -0.6210
C 2.70 1.16 -1.15 -0.2131
C 3.72 2.00 -0.75 -0.2079
H 5.93 3.40 -0.32 0.2170
H 7.03 2.01 -0.21 0.2190
H 6.02 2.46 1.17 0.2291
H 6.13 -0.29 -0.18 0.2140
H 4.28 -1.80 -0.89 0.2368
H 1.62 -1.99 0.59 0.4229
H -2.60 0.06 -0.59 0.3951
H -0.89 -2.12 -1.27 0.2411
H -2.81 -1.31 -2.64 0.2178
H -2.89 -3.02 -2.25 0.2159
H -4.49 -0.81 -0.87 0.1774
H -5.11 -2.04 -1.97 0.2150
H -5.52 -2.64 0.42 0.2074
H -4.48 -3.82 -0.38 0.1956
H -3.59 -3.24 1.86 0.2120
H -3.52 -1.54 1.40 0.1936
H -1.29 -2.60 1.14 0.2165
H -1.98 -3.81 0.06 0.2079
H -3.00 1.82 -0.10 0.2009
H -3.33 4.03 0.82 0.2191
H -1.63 5.04 2.31 0.2209
H 0.43 3.77 2.84 0.2320
H 1.73 1.54 -1.44 0.2396
H 3.55 3.07 -0.71 0.2132
```

Calculated values
HOMO energy = -0.3049 Ha
M = 412.5 g mol⁻¹
Frontier orbital gap = 8.46 eV
Charge = 0
Spin multiplicity = 1
Structure (SMILES) = Cc1ccc(S(=O)(=O)Nc2c(NC3CCCCC3)c3ccccc3oc2=O)cc1